The following is a quantum chemistry calculation of a structure of composition C14H8Cl2IrN9O2S, from the OMol25 dataset.

Calculated values
calculated total energy	-70858.297	eV
LUMO (spin up / spin down)	-0.1428 / -0.2413	Ha
net charge	+1
HOMO level (spin up / spin down)	-11.64 / -12.64	eV
multiplicity	6
expectation value of S²	8.780

Each line ends with the Löwdin charge.
Geometry (Å):
Ir: 0.438871 0.561137 0.003193  1.306
Cl: 2.854358 0.070005 2.126996  0.686
C: 1.582730 -0.552115 3.196803  -0.619
C: 1.806460 -1.566567 4.038306  -0.098
C: 0.814204 -1.831298 4.938159  -0.029
C: -0.381993 -1.104147 4.989240  -0.061
C: -0.573577 -0.026562 4.138853  -0.691
Cl: -2.127624 0.671380 3.994141  0.751
C: 0.422844 0.272009 3.244981  -0.658
S: 0.176708 1.611887 2.131251  0.770
H: 2.720165 -2.142319 4.004185  0.131
H: 0.951772 -2.747597 5.563889  0.144
H: -1.115491 -1.436180 5.649886  0.100
N: -3.805530 1.771327 -0.488515  0.018
C: -2.930730 1.348472 0.434299  -0.104
N: -1.847850 0.942790 -0.245624  0.000
C: -2.158119 1.204624 -1.601148  -0.278
N: -3.357127 1.744287 -1.709854  0.145
C: -1.259867 0.901606 -2.647162  -0.186
C: -1.666688 0.697590 -3.946101  -0.039
N: -0.867093 0.235590 -4.911204  0.114
C: 0.385581 -0.020731 -4.620026  -0.050
C: 0.867674 0.207498 -3.293793  -0.076
N: 0.034781 0.530010 -2.337147  0.012
H: -4.739919 2.261492 -0.247742  0.228
H: -3.146334 1.389668 1.467022  0.088
H: -2.685749 0.999816 -4.257885  0.142
H: 1.059134 -0.323294 -5.432937  0.133
H: 1.877390 -0.047786 -2.937332  0.113
N: 3.089605 -3.364653 -3.745306  0.155
C: 2.850578 -3.023534 -2.655796  -0.302
N: 2.534531 -2.827040 -1.367021  0.157
C: 1.819822 -2.004856 -0.810948  -0.298
N: 1.124452 -1.277288 -0.145601  -0.088
O: 0.819778 2.702848 -0.512232  -0.291
N: 1.970277 2.655495 -1.045267  -0.148
O: 2.461984 1.516451 -0.962580  -0.178

Atoms 1-6, force components in eV/Å:
0.281 -0.453 -0.465
-0.143 -0.668 0.636
0.376 3.149 -1.673
0.764 -0.725 0.137
-1.181 -1.461 1.329
1.697 -0.202 -0.526

---

The following is a quantum chemistry calculation of the molecule C14H8Cl2N2O3, from the OMol25 dataset.

Calculated values
calculated total energy	-48813.813	eV
LUMO	0.0095	Ha
net charge	0
SMILES string	O=C(Nc1c(Cl)cccc1Cl)c1cc(-c2ccco2)on1
HOMO level	-8.64	eV

Each line ends with the Löwdin charge.
Geometry (Å):
O: -1.485012 -1.940150 -1.358060  0.075
C: -0.901025 -1.221494 -0.589343  -0.440
N: -1.501419 -0.253145 0.177215  0.099
C: -2.858133 0.081386 0.121960  -0.275
C: -3.233392 1.417874 -0.042854  -0.581
Cl: -1.990604 2.619360 -0.157133  0.716
C: -4.558906 1.800855 -0.113603  -0.105
C: -5.545435 0.832464 -0.027555  -0.076
C: -5.206799 -0.493642 0.162541  -0.098
C: -3.873790 -0.869193 0.256546  -0.575
Cl: -3.485317 -2.507169 0.601596  0.775
C: 0.571094 -1.248934 -0.370173  -0.189
C: 1.443816 -0.138898 -0.246465  0.069
C: 2.682561 -0.719466 -0.102136  -0.180
C: 3.986581 -0.148773 0.062930  -0.210
C: 5.218573 -0.743894 0.189320  0.011
C: 6.145731 0.310327 0.320534  -0.049
C: 5.417057 1.461446 0.265454  -0.104
O: 4.112973 1.197112 0.110316  0.067
O: 2.542706 -2.057123 -0.127577  0.043
N: 1.245251 -2.370006 -0.299723  0.142
H: -0.906223 0.451734 0.592859  0.101
H: -4.812193 2.840965 -0.243328  0.105
H: -6.582654 1.119019 -0.096425  0.108
H: -5.970079 -1.248681 0.257416  0.106
H: 1.220014 0.906103 -0.291982  0.117
H: 5.415369 -1.795717 0.185459  0.119
H: 7.205920 0.224700 0.438953  0.104
H: 5.703326 2.492929 0.323252  0.124

Atoms 1-6, force components in eV/Å:
0.122 0.008 -0.104
-0.092 -0.077 -0.120
0.041 0.259 0.315
-0.221 -0.033 -0.170
-0.141 -0.193 -0.005
0.078 0.166 -0.027

---

The following is a quantum chemistry calculation of a structure of composition C14H8ClF6N4NiO2SbSe, from the OMol25 dataset.

Calculated values
calculated total energy	-166453.733	eV
LUMO (spin up / spin down)	-0.2081 / -0.3262	Ha
net charge	+1
energy relative to the best compared isomer or geometry (same formula, charge and spin)	0.0	kJ/mol
HOMO level (spin up / spin down)	-12.65 / -13.06	eV
multiplicity	4
expectation value of S²	3.793

Each line ends with the Löwdin charge.
Geometry (Å):
Ni: -1.370910 0.604293 -0.735720  0.714
Se: 4.389383 -2.253968 3.135213  1.412
N: 4.325337 -1.540699 1.508551  -0.157
C: 3.144891 -1.068706 1.386320  -0.331
C: 2.572517 -0.545110 0.165126  -0.009
C: 3.476705 -0.211726 -0.929820  0.081
C: 2.896421 0.364126 -2.033821  0.020
C: 1.501279 0.573249 -2.065791  0.036
N: 0.738427 0.419193 -0.952509  0.122
C: 1.237620 -0.068274 0.129954  -0.148
C: 0.452924 -0.112150 1.309491  -0.137
N: -0.820770 0.182766 1.256671  0.104
C: -1.708319 0.011579 2.246375  -0.058
C: -1.305635 -0.465576 3.426758  -0.003
C: -0.007571 -0.869081 3.529242  0.049
C: 0.894789 -0.635194 2.519679  -0.060
C: 2.253627 -1.190141 2.513333  -0.264
N: 2.753624 -1.794803 3.546792  -0.180
H: 4.525399 -0.364603 -0.943091  0.123
H: 3.530281 0.549899 -2.879269  0.125
H: 0.923968 0.834930 -2.906835  0.112
H: -2.704657 0.407476 1.949964  0.153
H: -2.028891 -0.826101 4.158846  0.146
H: 0.269288 -1.497826 4.402183  0.153
Cl: 0.572466 4.089165 -3.004989  0.606
C: -1.151580 3.729576 -3.081320  -0.470
C: -1.453932 2.552374 -2.174969  -0.711
O: -1.574800 1.394665 -2.624140  -0.024
O: -1.438729 2.694235 -0.915254  -0.042
H: -1.415015 3.447898 -4.095105  0.089
H: -1.552700 4.666041 -2.691283  0.083
F: -1.295068 -1.432715 -0.938545  -0.346
Sb: -3.197309 -1.971819 -0.751687  1.418
F: -2.775318 -3.738082 -1.111478  -0.314
F: -2.980280 -2.011938 1.080988  -0.318
F: -5.016909 -2.276930 -0.476744  -0.318
F: -3.332165 -0.094547 -0.385112  -0.338
F: -3.328380 -1.551494 -2.568013  -0.317

Atoms 1-6, force components in eV/Å:
0.019 0.914 -0.324
0.663 0.005 -0.309
1.997 -0.868 0.410
-2.325 0.877 -2.309
2.660 1.112 -0.422
-2.862 -0.012 0.684

---

The following is a quantum chemistry calculation of a structure of composition C14H8N2O8Rb, from the OMol25 dataset.

Calculated values
calculated total energy	-34654.911	eV
LUMO	-0.0220	Ha
net charge	-1
energy relative to the best compared isomer or geometry (same formula, charge and spin)	313.3	kJ/mol
HOMO level	-3.72	eV

Each line ends with the Löwdin charge.
Geometry (Å):
Rb: -1.892472 0.976303 -5.959475  0.974
N: -3.284422 5.551895 -10.777861  -0.721
O: -2.337061 5.035415 -10.177954  -0.110
O: -4.018030 6.384747 -10.294050  -0.063
O: -3.481266 5.377981 -11.966430  -0.095
N: -5.666220 6.482283 -3.369410  -0.757
O: -5.756911 7.531672 -3.946618  -0.046
O: -4.863856 5.688352 -3.747029  -0.090
O: -6.344217 6.106495 -2.426286  -0.097
C: -0.197813 1.043084 3.888076  -0.059
C: 0.086991 0.438447 5.077404  -0.084
C: 0.837824 -0.706706 5.066424  0.004
C: 1.188569 -1.399385 3.861542  -0.083
C: 0.769569 -0.823137 2.659265  -0.080
C: 0.015721 0.373984 2.663839  0.016
C: 1.107389 -1.475849 1.319666  -0.214
O: 0.500117 -1.074368 0.314349  0.073
C: 2.104189 -2.666976 1.351695  -0.066
C: 2.466030 -3.280810 0.157080  -0.014
C: 3.144413 -4.467222 0.160890  -0.077
C: 3.480597 -5.052676 1.324921  -0.113
C: 3.080618 -4.551446 2.475519  -0.005
C: 2.325354 -3.323180 2.567729  -0.042
C: 1.859014 -2.705317 3.854146  -0.268
O: 2.047785 -3.218202 4.962434  0.087
H: -0.787367 1.947708 3.910248  0.109
H: -0.067122 0.935118 6.023962  0.113
H: 1.015974 -1.118267 6.048911  0.115
H: -0.563409 0.740875 1.829327  0.117
H: 2.218572 -2.870948 -0.811000  0.119
H: 3.559549 -4.939952 -0.716933  0.115
H: 4.167929 -5.883720 1.267217  0.120
H: 3.283963 -5.056198 3.408401  0.121

Atoms 1-6, force components in eV/Å:
-0.198 0.450 -0.086
-0.047 1.492 -1.063
0.766 -1.033 0.963
-1.238 1.494 3.200
0.632 -2.196 -3.093
-0.472 -0.851 0.553

---

- What is the formula in the fourth record?
  C14H8N2O8Rb